Molecular formula: C50H33I4N8ReS2
Method: DFT, wB97M-V/def2-TZVPD

Positions of all 98 atoms, in Å:
Re (-0.0443, -0.0557, 0.1269)
I (-6.7556, 1.8642, -6.4522)
C (-5.3154, 1.7907, -4.9376)
C (-5.4158, 2.6359, -3.8418)
C (-4.4676, 2.5720, -2.8319)
C (-3.4141, 1.6641, -2.9010)
C (-3.3090, 0.8464, -4.0273)
C (-4.2545, 0.9027, -5.0406)
C (-2.4083, 1.4833, -1.8224)
C (-2.8135, 1.1180, -0.5284)
C (-4.1462, 1.1620, -0.0252)
C (-4.1182, 0.6996, 1.2558)
C (-2.7808, 0.2951, 1.5344)
C (-2.4075, -0.4305, 2.6730)
C (-3.3949, -0.5223, 3.7900)
C (-3.4145, 0.4849, 4.7511)
C (-4.2948, 0.4209, 5.8217)
C (-5.1648, -0.6553, 5.9266)
I (-6.4756, -0.7698, 7.5550)
C (-5.1759, -1.6510, 4.9616)
C (-4.2871, -1.5820, 3.8967)
C (-1.1734, -1.0146, 2.8563)
N (-0.0930, -0.8852, 2.0059)
C (0.9842, -1.3966, 2.6777)
C (2.3137, -1.0760, 2.3930)
C (3.3943, -1.7746, 3.1485)
C (3.7593, -1.3817, 4.4324)
C (4.7270, -2.0862, 5.1352)
C (5.3134, -3.2027, 4.5586)
I (6.7169, -4.3154, 5.6453)
C (4.9762, -3.5954, 3.2718)
C (4.0282, -2.8678, 2.5645)
C (2.6641, -0.0649, 1.5261)
C (3.9542, 0.5604, 1.4936)
C (3.8757, 1.6143, 0.6493)
C (2.5559, 1.6243, 0.0911)
N (1.8155, 0.5960, 0.6530)
C (2.1576, 2.4668, -0.9281)
C (0.9857, 2.2957, -1.6564)
C (0.5859, 3.0806, -2.7881)
C (-0.6666, 2.6901, -3.1261)
C (-1.0763, 1.7245, -2.1431)
N (-0.0156, 1.4152, -1.3311)
C (2.9551, 3.7076, -1.1621)
C (3.9070, 3.8289, -2.1659)
C (4.6089, 5.0159, -2.3293)
C (4.3496, 6.0888, -1.4912)
I (5.4174, 7.8740, -1.7221)
C (3.3912, 5.9876, -0.4917)
C (2.6998, 4.7963, -0.3302)
C (0.5468, -2.0099, 3.9023)
C (-0.7743, -1.7512, 4.0245)
N (-1.9798, 0.5936, 0.4520)
H (-6.2290, 3.3467, -3.7738)
H (-4.5345, 3.2591, -1.9966)
H (-2.4751, 0.1564, -4.1114)
H (-4.1620, 0.2604, -5.9071)
H (-5.0047, 1.5056, -0.5790)
H (-4.9380, 0.6063, 1.9518)
H (-2.7263, 1.3184, 4.6665)
H (-4.2975, 1.2013, 6.5712)
H (-5.8646, -2.4820, 5.0400)
H (-4.2857, -2.3689, 3.1499)
H (3.2849, -0.5198, 4.8901)
H (5.0154, -1.7690, 6.1288)
H (5.4380, -4.4630, 2.8192)
H (3.7688, -3.1653, 1.5555)
H (4.8046, 0.2295, 2.0696)
H (4.6602, 2.3063, 0.3816)
H (1.1898, 3.8470, -3.2493)
H (-1.2980, 3.0749, -3.9123)
H (4.1127, 2.9912, -2.8230)
H (5.3526, 5.1021, -3.1108)
H (3.1781, 6.8304, 0.1525)
H (1.9488, 4.7134, 0.4475)
H (1.1880, -2.5260, 4.6003)
H (-1.4306, -2.0098, 4.8417)
S (1.3041, -1.7482, -1.0666)
C (1.1113, -3.4309, -0.5925)
S (0.9244, -4.0453, 0.9112)
C (1.1651, -4.3520, -1.7370)
C (1.6919, -5.6756, -1.6260)
N (2.1264, -6.7408, -1.5665)
C (0.4917, -4.0091, -2.8505)
N (-0.1348, -3.6599, -3.7930)
N (-3.1890, -3.3928, -2.8676)
C (-3.5239, -3.1465, -1.4513)
C (-2.3442, -2.6272, -0.6216)
N (-1.6642, -1.4651, -1.2136)
H (-3.7278, -4.1732, -3.2198)
H (-1.1662, -3.7440, -3.8833)
H (-3.4388, -2.5899, -3.4321)
H (-3.8401, -4.0847, -0.9981)
H (-4.3522, -2.4368, -1.3712)
H (-1.6073, -3.4150, -0.4610)
H (-2.7361, -2.3365, 0.3566)
H (-2.3571, -0.7860, -1.5107)
H (-1.1490, -1.7474, -2.0425)

Forces on the atoms, in the same order (eV/Å):
0.115 -1.909 -1.404
0.122 0.003 0.136
-0.094 -0.013 -0.147
-0.015 0.054 0.034
0.037 0.069 0.022
-0.140 0.041 0.006
-0.014 0.007 0.027
0.029 -0.026 -0.031
0.171 0.129 0.060
-0.218 -0.129 0.083
0.033 -0.068 -0.128
0.084 -0.048 0.126
-0.229 0.096 -0.219
0.061 0.009 0.010
-0.078 0.020 -0.008
0.005 -0.041 0.009
0.043 0.012 -0.016
-0.156 0.036 0.132
0.104 0.008 -0.149
0.028 -0.051 -0.026
0.017 -0.064 -0.012
-0.071 -0.172 0.049
0.018 0.420 0.188
-0.145 0.203 0.063
0.026 -0.268 -0.020
0.012 -0.032 0.113
-0.016 0.013 0.009
-0.042 0.058 0.040
0.173 -0.151 0.070
-0.115 0.121 -0.104
-0.038 0.075 -0.041
-0.025 -0.027 -0.004
0.081 0.166 -0.015
0.068 -0.039 -0.106
0.098 0.003 0.106
0.107 -0.039 -0.058
-0.975 0.185 -0.001
0.090 0.042 0.085
-0.293 -0.053 -0.189
0.089 0.035 -0.022
-0.061 -0.105 -0.085
-0.081 0.019 -0.163
0.091 0.247 0.385
0.066 0.008 -0.079
0.016 -0.090 -0.033
0.032 -0.020 -0.076
0.066 0.164 0.038
-0.095 -0.146 0.003
-0.032 -0.023 -0.013
0.046 0.020 -0.029
0.048 -0.161 0.024
0.008 -0.014 0.034
0.453 0.262 0.496
0.034 -0.011 -0.010
-0.020 -0.042 -0.005
-0.016 0.019 -0.003
0.000 0.023 0.035
0.027 -0.037 0.067
0.017 0.017 -0.090
-0.028 -0.018 0.018
0.006 -0.024 -0.025
0.026 0.023 0.004
0.008 0.032 0.026
0.012 -0.038 -0.021
-0.033 -0.024 -0.022
0.009 0.039 0.019
-0.048 -0.018 0.028
-0.037 0.016 -0.046
-0.089 -0.007 0.046
-0.050 -0.030 0.039
0.043 0.017 0.058
-0.013 0.017 0.025
-0.017 -0.016 0.032
0.031 -0.032 -0.006
0.031 -0.002 -0.014
-0.019 0.038 -0.065
0.060 0.028 -0.040
-0.212 0.472 0.094
-0.188 -0.188 0.525
0.064 0.174 -0.115
-0.073 0.180 -0.444
0.027 -0.259 0.013
-0.113 0.316 -0.001
0.217 -0.236 0.836
-0.709 0.255 -0.886
0.295 0.036 0.126
0.220 0.146 -0.171
-0.112 -0.235 0.094
0.729 0.609 0.391
-0.022 0.013 -0.029
0.568 -0.058 0.358
-0.083 -0.020 -0.023
-0.087 0.006 0.016
-0.083 -0.003 0.079
0.008 0.062 -0.050
0.112 0.017 0.023
-0.054 -0.024 -0.059
0.063 -0.068 -0.002

Its net charge is +1. The value obtained for the LUMO energy (spin up / spin down) is -4.42 / -4.71 eV. For the total energy, the calculation gives -120503.96587 eV. The calculation puts the molar mass at 1503.83 u. The orbital gap (spin up / spin down) comes out at 5.790 / 5.407 eV. Its spin multiplicity is 2. The energy relative to the best compared isomer or geometry (same formula, charge and spin) is 19.9 kcal/mol. As for the expectation value of S²: 0.780. The calculation puts the HOMO energy (spin up / spin down) at -10.213 / -10.115 eV.